Entry 1:
DFT (ωB97M-V with the def2-TZVPD basis set) results for a cluster of 13 separate species, C6H37NO13 in total in a non-equilibrium geometry.

Last columns: bonded neighbours and bond lengths (Å).
Element x y z (Å)
1 C -1.633 0.713 -3.160  N2 1.453, H9 1.078, H10 1.098, H11 1.097
2 N -1.174 -0.178 -2.108  C1 1.453, C3 1.452, H12 1.017
3 C -2.188 -0.968 -1.434  N2 1.452, C4 1.556, C7 1.572, H13 1.080
4 C -1.678 -1.619 -0.115  C3 1.556, C5 1.528, C6 1.505, H14 1.115
5 C -0.840 -2.843 -0.482  C4 1.528, H15 1.091, H16 1.106, H17 1.077
6 C -1.020 -0.696 0.874  C4 1.505, H18 1.109, H19 1.092, H20 1.094
7 C -3.467 -0.169 -0.994  C3 1.572, O8 1.209, H21 1.083
8 O -4.281 0.028 -1.866  C7 1.209
9 H -0.764 1.060 -3.695  C1 1.078
10 H -2.203 1.568 -2.774  C1 1.098
11 H -2.355 0.182 -3.793  C1 1.097
12 H -0.672 0.379 -1.421  N2 1.017
13 H -2.517 -1.798 -2.043  C3 1.080
14 H -2.508 -2.001 0.524  C4 1.115
15 H -1.305 -3.581 -1.138  C5 1.091
16 H -0.776 -3.451 0.439  C5 1.106
17 H 0.166 -2.469 -0.569  C5 1.077
18 H -0.077 -0.357 0.399  C6 1.109
19 H -1.432 0.312 0.939  C6 1.092
20 H -0.570 -1.152 1.761  C6 1.094
21 H -3.735 0.033 0.036  C7 1.083
22 H 1.972 2.703 2.961  O24 0.963
23 H 2.476 1.306 2.688  O24 0.965
24 O 2.787 2.192 2.910  H22 0.963, H23 0.965
25 H 2.459 -2.478 -0.871  O27 1.011
26 H 3.616 -3.043 -0.245  O27 0.970
27 O 2.842 -2.547 0.062  H25 1.011, H26 0.970
28 H 1.619 3.384 0.232  O30 0.966
29 H 1.537 4.225 -1.039  O30 0.947
30 O 1.426 4.271 -0.100  H28 0.966, H29 0.947
31 H -3.782 3.324 0.482  O33 0.951
32 H -2.559 2.194 0.839  O33 0.950
33 O -3.202 2.854 1.072  H31 0.951, H32 0.950
34 H 3.067 1.067 -0.379  O36 0.960
35 H 1.606 0.907 0.192  O36 0.959
36 O 2.132 1.204 -0.553  H34 0.960, H35 0.959
37 H 2.131 -1.161 1.545  O39 0.964
38 H 1.733 -0.457 3.006  O39 0.934
39 O 1.868 -0.406 2.083  H37 0.964, H38 0.934
40 H -1.141 2.372 3.160  O42 0.961
41 H 0.064 1.432 2.829  O42 0.960
42 O -0.658 1.939 2.450  H40 0.961, H41 0.960
43 H 2.878 1.226 -2.762  O45 0.953
44 H 3.303 0.113 -3.757  O45 0.960
45 O 2.590 0.706 -3.507  H43 0.953, H44 0.960
46 H -1.281 -0.425 4.883  O48 0.957
47 H -1.734 -0.205 3.358  O48 0.959
48 O -1.016 -0.193 3.993  H46 0.957, H47 0.959
49 H 1.842 -4.331 0.088  O51 0.966
50 H 1.047 -4.140 1.150  O51 0.970
51 O 1.759 -4.766 0.947  H49 0.966, H50 0.970
52 H 2.356 -1.180 -2.597  O54 0.959
53 H 0.840 -1.358 -2.245  O54 0.972
54 O 1.728 -1.740 -2.136  H52 0.959, H53 0.972
55 H -0.677 2.481 0.690  O57 0.975
56 H -0.008 3.136 -0.533  O57 0.975
57 O -0.589 2.397 -0.277  H55 0.975, H56 0.975

E_tot ... -1283.588828 Ha
Highest occupied orbital energy ... -8.6 eV
Relative energy (zero: lowest compared OMol25 entry of this formula, charge and spin) ... 106.2 kcal/mol
Gap between HOMO and LUMO ... 8.5553 eV

***

Entry 2:
DFT (ωB97M-V with the def2-TZVPD basis set) results for a cluster of 14 separate species, C6H37NO14 in total in a non-equilibrium geometry.

Last columns: bonded neighbours and bond lengths (Å).
Element x y z (Å)
1 C -2.701 0.661 0.443  C2 1.566, N8 1.488, H9 1.092, H10 1.094
2 C -1.735 -0.563 0.300  C1 1.566, C3 1.497, H11 1.080, H12 1.092
3 C -0.271 -0.428 0.020  C2 1.497, C4 1.335, H13 1.079
4 C 0.205 0.124 -1.099  C3 1.335, C5 1.451, H14 1.079
5 C 1.588 -0.132 -1.455  C4 1.451, C6 1.335, H15 1.066
6 C 2.172 -0.153 -2.655  C5 1.335, O7 1.376, H16 1.082
7 O 3.523 -0.408 -2.659  C6 1.376, H17 0.973
8 N -2.500 1.550 1.619  C1 1.488, H18 1.017, H19 1.012
9 H -2.763 1.111 -0.549  C1 1.092
10 H -3.657 0.151 0.593  C1 1.094
11 H -1.988 -1.082 1.213  C2 1.080
12 H -2.153 -1.085 -0.563  C2 1.092
13 H 0.339 -0.776 0.838  C3 1.079
14 H -0.435 0.747 -1.704  C4 1.079
15 H 2.295 -0.166 -0.656  C5 1.066
16 H 1.845 0.192 -3.627  C6 1.082
17 H 3.975 -0.088 -1.859  O7 0.973
18 H -1.519 1.619 1.877  N8 1.017
19 H -2.538 2.468 1.194  N8 1.012
20 H -0.787 -1.638 -3.539  O22 0.964
21 H -1.136 -2.689 -2.452  O22 0.966
22 O -1.515 -2.129 -3.142  H20 0.964, H21 0.966
23 H 1.175 -2.827 -0.700  O25 0.964
24 H 0.396 -3.911 0.013  O25 0.984
25 O 0.650 -3.613 -0.889  H23 0.964, H24 0.984
26 H 0.445 -3.111 1.921  O28 0.976
27 H -0.299 -4.415 1.739  O28 0.963
28 O 0.597 -4.067 1.793  H26 0.976, H27 0.963
29 H 1.008 -1.595 3.139  O31 0.962
30 H -0.103 -0.743 2.921  O31 0.968
31 O 0.159 -1.645 2.688  H29 0.962, H30 0.968
32 H 3.810 -1.154 1.103  O34 0.959
33 H 3.880 0.368 0.580  O34 0.978
34 O 3.760 -0.228 1.347  H32 0.959, H33 0.978
35 H 0.393 2.060 1.324  O37 0.966
36 H 0.502 3.556 1.364  O37 0.966
37 O -0.055 2.854 1.003  H35 0.966, H36 0.966
38 H -2.067 -3.558 1.579  O40 0.959
39 H -2.524 -3.467 0.054  O40 0.961
40 O -2.212 -4.038 0.761  H38 0.959, H39 0.961
41 H -1.010 3.597 -2.203  O43 0.957
42 H -0.801 2.803 -3.497  O43 0.964
43 O -0.342 3.156 -2.727  H41 0.957, H42 0.964
44 H 1.665 3.160 -1.864  O46 0.962
45 H 0.839 2.874 -0.571  O46 0.969
46 O 1.668 3.248 -0.906  H44 0.962, H45 0.969
47 H -2.554 0.049 2.898  O49 0.972
48 H -3.393 -1.244 3.279  O49 0.956
49 O -2.529 -0.912 3.040  H47 0.972, H48 0.956
50 H 2.810 1.891 -0.948  O52 0.989
51 H 4.094 2.298 -0.333  O52 0.970
52 O 3.713 1.525 -0.777  H50 0.989, H51 0.970
53 H 1.388 0.239 3.058  O55 0.961
54 H 2.559 0.937 2.468  O55 0.976
55 O 1.746 1.127 2.974  H53 0.961, H54 0.976
56 H -3.566 1.836 -2.464  O58 0.964
57 H -2.968 3.178 -2.324  O58 0.961
58 O -3.074 2.485 -2.980  H56 0.964, H57 0.961

E_tot ... -1358.820866 Ha
Highest occupied orbital energy ... -8.2 eV
Relative energy (zero: lowest compared OMol25 entry of this formula, charge and spin) ... 101.3 kcal/mol
Gap between HOMO and LUMO ... 8.0874 eV